A structure of composition C9H19ClINO3PRh in a non-equilibrium geometry, computed with the ωB97M-V functional and the def2-TZVPD basis.

Each line ends with the Löwdin charge.
Geometry (Å):
C -2.903 2.235 -4.827  -0.065
C -2.827 1.054 -3.909  -0.761
H -3.713 2.066 -5.556  0.110
H -1.946 2.331 -5.359  0.110
H -3.102 3.145 -4.252  0.095
O -3.362 -0.021 -3.992  0.171
I -1.517 1.340 -2.178  1.037
Rh 0.388 -0.447 0.334  0.681
P 1.757 -1.321 -1.089  0.636
C 2.215 -3.089 -1.088  -0.218
C 1.354 -1.001 -2.831  -0.253
H 3.123 0.610 -0.657  -0.012
H 4.062 -0.680 -1.497  0.076
H 3.697 -0.813 0.258  0.066
C 3.324 -0.469 -0.715  -0.243
H 1.255 0.076 -3.011  0.012
H 2.153 -1.415 -3.459  0.074
H 2.963 -3.278 -1.870  0.075
H 1.335 -3.712 -1.293  0.066
H 0.409 -1.489 -3.094  0.057
H 2.642 -3.378 -0.120  0.068
C -0.079 -2.142 0.815  -0.279
O -0.458 -3.124 1.312  0.168
Cl 0.923 1.807 -0.299  0.179
C -2.207 1.323 3.659  -0.006
N -0.827 0.979 3.931  -0.148
C -0.352 0.979 5.312  0.003
C -0.123 0.539 2.893  -0.249
O -0.737 0.398 1.788  -0.257
H -2.634 1.687 4.594  0.102
H -2.772 0.453 3.298  0.114
H -2.267 2.097 2.886  0.110
H -0.136 -0.043 5.657  0.110
H 0.561 1.578 5.415  0.109
H -1.146 1.407 5.928  0.100
H 0.950 0.316 3.017  0.160

Values from the calculation:
highest occupied orbital energy (spin up / spin down) = -10.94 / -16.04 eV
net charge = +2
total energy = -50172.4920 eV
⟨S²⟩ = 6.02
orbital gap (spin up / spin down) = 0.1315 / 0.1649 Eh
2S+1 = 5


A structure of composition C9H2F6N3O11PtS2 in a non-equilibrium geometry, computed with the ωB97M-V functional and the def2-TZVPD basis.

Each line ends with the Löwdin charge.
Geometry (Å):
Pt 0.097 -0.234 0.138  1.189
F 1.718 -0.584 2.713  0.114
C 2.969 -0.241 2.393  -0.670
F 3.489 0.428 3.422  0.142
F 3.679 -1.340 2.203  0.167
S 2.916 0.899 0.908  0.623
O 2.201 0.212 -0.173  -0.414
O 4.273 1.206 0.620  -0.242
N 2.149 2.107 1.541  -0.294
S 0.724 2.652 1.167  0.625
O 0.153 2.020 -0.021  -0.382
O 0.687 4.073 1.192  -0.244
C -0.298 2.224 2.695  -0.665
F -1.302 3.084 2.805  0.151
F -0.799 0.997 2.705  0.131
F 0.494 2.353 3.762  0.133
O -4.045 -0.867 0.083  0.063
C -2.850 -1.100 0.111  -0.569
O -1.960 -0.161 0.075  -0.147
C -2.407 -2.553 0.139  -0.042
C -3.373 -3.511 -0.035  0.076
C -3.037 -4.863 -0.080  -0.139
C -1.709 -5.247 -0.098  0.078
C -0.726 -4.294 0.054  -0.053
C -1.049 -2.924 0.329  -0.277
O -0.164 -2.125 0.814  -0.179
N 0.658 -4.726 -0.056  -0.345
O 1.520 -3.896 -0.264  0.093
O 0.881 -5.928 0.019  0.053
N -4.069 -5.871 -0.141  -0.362
O -5.232 -5.507 -0.126  0.068
O -3.727 -7.044 -0.195  0.056
H -4.401 -3.191 -0.133  0.133
H -1.440 -6.283 -0.237  0.129

Values from the calculation:
highest occupied orbital energy = -6.71 eV
net charge = -1
total energy = -77576.0474 eV
energy above the lowest of the compared OMol25 structures with the same formula, charge and spin = 65.0 kJ/mol
orbital gap = 0.2945 Eh
2S+1 = 1


A cluster of 6 separate species, C6H18N6O12 in total in a non-equilibrium geometry, computed with the ωB97M-V functional and the def2-TZVPD basis.

Each line ends with the Löwdin charge.
Geometry (Å):
C -1.267 0.308 -5.722  0.025
N -0.672 -0.937 -5.237  -0.441
O -1.457 -1.730 -4.704  0.031
O 0.537 -1.115 -5.363  0.067
H -0.544 1.112 -5.495  0.088
H -2.268 0.532 -5.374  0.101
H -1.251 0.077 -6.785  0.106
C 2.220 -3.309 4.319  0.091
N 1.433 -2.215 5.161  -0.403
O 0.869 -2.749 6.108  0.042
O 1.433 -1.029 4.822  0.043
H 3.250 -2.873 4.454  0.115
H 1.896 -3.298 3.321  0.069
H 2.140 -4.222 4.775  0.049
C -1.647 0.752 3.654  0.054
N -1.612 0.456 2.172  -0.450
O -2.667 0.664 1.574  0.047
O -0.566 0.135 1.735  0.081
H -1.718 -0.261 4.187  0.130
H -2.474 1.359 3.899  0.071
H -0.724 1.255 3.914  0.092
C 1.006 5.364 0.054  0.046
N 1.568 4.563 1.232  -0.435
O 2.709 4.223 1.121  0.070
O 0.819 4.207 2.145  0.036
H 1.429 6.385 0.142  0.108
H -0.112 5.302 -0.106  0.116
H 1.495 4.921 -0.729  0.034
C -1.078 -4.001 -1.638  0.043
N -0.175 -4.015 -0.424  -0.458
O -0.612 -4.209 0.656  0.079
O 1.041 -3.926 -0.691  0.022
H -2.132 -3.761 -1.275  0.115
H -1.121 -5.046 -1.943  0.094
H -0.703 -3.270 -2.397  0.095
C 0.102 1.044 -1.184  0.032
N 0.149 2.014 -2.270  -0.438
O 0.401 1.647 -3.405  0.065
O 0.005 3.152 -1.863  0.051
H 1.053 1.194 -0.612  0.130
H 0.023 0.097 -1.715  0.095
H -0.780 1.203 -0.511  0.095

Values from the calculation:
highest occupied orbital energy = -11.07 eV
net charge = 0
total energy = -40006.3381 eV
energy above the lowest of the compared OMol25 structures with the same formula, charge and spin = 132.7 kJ/mol
orbital gap = 0.4030 Eh
2S+1 = 1
structure (SMILES) = C[N+](=O)[O-].C[N+](=O)[O-].C[N+](=O)[O-].C[N+](=O)[O-].C[N+](=O)[O-].C[N+](=O)[O-]


A structure of composition C3H5O3Zn in a non-equilibrium geometry, computed with the ωB97M-V functional and the def2-TZVPD basis.

Each line ends with the Löwdin charge.
Geometry (Å):
H 0.875 -0.819 -1.633  0.044
C 1.085 -0.386 -0.641  -0.265
C 0.325 -1.101 0.454  -0.233
O -1.094 -0.792 0.246  0.012
C -1.357 0.467 -0.038  -0.651
O -2.024 0.919 -0.960  0.110
Zn 1.061 1.870 -0.553  0.681
O -0.670 1.393 0.716  -0.094
H 2.148 -0.647 -0.493  0.025
H 0.598 -0.764 1.464  0.114
H 0.341 -2.198 0.392  0.125
H -1.289 2.058 1.046  0.134

Values from the calculation:
highest occupied orbital energy (spin up / spin down) = -7.15 / -9.34 eV
net charge = 0
total energy = -57749.9324 eV
⟨S²⟩ = 0.76
energy above the lowest of the compared OMol25 structures with the same formula, charge and spin = 10.6 kJ/mol
orbital gap (spin up / spin down) = 0.2731 / 0.3097 Eh
2S+1 = 2